{
  "formula": "C47H60Cl2O4OsSbSe4",
  "method": "ωB97M-V/def2-TZVPD",
  "lumo_ev": [-3.32, -5.04],
  "homo_ev": [-10.406, -10.380],
  "homo_lumo_gap_ha": [0.2603, 0.1964],
  "total_charge": 1,
  "s_squared": 6.02,
  "spin_multiplicity": 5,
  "elements": ["Os", "C", "O", "C", "C", "C", "C", "C", "C", "C", "C", "C", "C", "C", "C", "C", "C", "C", "C", "C", "C", "C", "C", "C", "C", "C", "C", "C", "C", "C", "C", "C", "C", "O", "C", "C", "C", "C", "C", "O", "C", "C", "C", "C", "C", "C", "O", "C", "C", "C", "C", "H", "H", "H", "H", "H", "H", "H", "H", "H", "H", "H", "H", "H", "H", "H", "H", "H", "H", "H", "H", "H", "H", "H", "H", "H", "H", "H", "H", "H", "H", "H", "H", "H", "H", "H", "H", "H", "H", "H", "H", "H", "H", "H", "H", "H", "H", "H", "H", "H", "H", "H", "H", "H", "H", "H", "H", "H", "H", "Se", "Sb", "Se", "Se", "Se", "Cl", "C", "Cl", "H", "H"],
  "positions_angstrom": [[1.2653, 0.7064, -1.0918], [1.8370, -1.3742, -3.3339], [1.0769, -1.0117, -2.1569], [0.1415, -1.9604, -1.6366], [-1.1512, -1.8265, -2.0966], [-1.5148, -0.8731, -3.2123], [-2.0092, 0.5217, -2.8845], [-2.8196, 1.2061, -3.7923], [-3.2002, 2.5286, -3.6159], [-2.7979, 3.1597, -2.4475], [-1.9826, 2.5518, -1.5089], [-1.4504, 3.3539, -0.3482], [-1.0490, 2.6457, 0.9287], [-1.9145, 2.4899, 1.9915], [-1.5258, 1.9568, 3.2218], [-0.2090, 1.5491, 3.3983], [0.7224, 1.6725, 2.3768], [2.1943, 1.3376, 2.5455], [2.6960, -0.0510, 2.2060], [3.7302, -0.6362, 2.9200], [4.2612, -1.8854, 2.6242], [3.6426, -2.6073, 1.6162], [2.6094, -2.1232, 0.8547], [2.0416, -2.9531, -0.2713], [0.5797, -2.8365, -0.6501], [-0.3812, -3.6805, -0.1316], [-1.7033, -3.6441, -0.5724], [-2.0487, -2.7135, -1.5413], [-2.7129, -4.6736, -0.0603], [-2.1732, -6.0673, -0.4250], [-4.0760, -4.5019, -0.7370], [-2.8685, -4.5904, 1.4712], [2.2045, -0.8125, 1.1393], [1.1136, -0.4040, 0.4282], [5.4550, -2.5164, 3.3882], [5.9934, -1.5872, 4.4684], [6.6130, -2.8575, 2.4183], [5.0381, -3.8321, 4.0389], [0.2415, 2.2162, 1.1898], [1.1627, 2.3116, 0.1169], [1.9555, 3.5384, 0.0765], [-2.5435, 1.9597, 4.3460], [-3.7750, 1.1293, 3.9699], [-1.9316, 1.4404, 5.6541], [-2.9522, 3.4211, 4.5953], [-1.5578, 1.2161, -1.7258], [-0.7271, 0.5822, -0.8375], [-3.9391, 3.3385, -4.6803], [-5.2130, 3.9426, -4.0755], [-4.2989, 2.4821, -5.8873], [-2.9842, 4.4712, -5.1349], [1.5859, -2.4116, -3.5907], [1.5603, -0.7042, -4.1542], [2.9052, -1.2720, -3.1229], [-0.6460, -0.7473, -3.8712], [-2.2882, -1.3495, -3.8274], [-3.1407, 0.6795, -4.6757], [-3.0881, 4.1818, -2.2579], [-0.6122, 3.9359, -0.7487], [-2.2138, 4.0919, -0.1062], [-2.9385, 2.8142, 1.8731], [0.1347, 1.1600, 4.3486], [2.7841, 2.0436, 1.9610], [2.4768, 1.5563, 3.5761], [4.1200, -0.0816, 3.7653], [3.9753, -3.6103, 1.3777], [2.6400, -2.7756, -1.1863], [2.2160, -3.9981, -0.0214], [-0.0532, -4.3945, 0.6183], [-3.0616, -2.6796, -1.9120], [-1.9900, -6.1153, -1.4946], [-1.2294, -6.2806, 0.0670], [-2.8806, -6.8523, -0.1450], [-3.9950, -4.6740, -1.8098], [-4.7590, -5.2330, -0.3147], [-4.5077, -3.5041, -0.5609], [-1.9188, -4.6820, 1.9879], [-3.3299, -3.6481, 1.7638], [-3.5076, -5.4017, 1.8169], [6.3842, -0.6706, 4.0272], [5.2528, -1.3548, 5.2186], [6.8093, -2.0689, 4.9980], [6.9979, -1.9606, 1.9202], [7.4271, -3.3157, 2.9840], [6.3041, -3.5726, 1.6624], [4.1900, -3.7044, 4.7027], [4.7342, -4.5480, 3.2847], [5.8633, -4.2697, 4.6021], [1.6502, 4.1328, 0.9429], [3.0242, 3.3017, 0.1360], [1.7324, 4.0932, -0.8419], [-3.4948, 0.0752, 3.8714], [-4.5287, 1.2362, 4.7382], [-4.2240, 1.4771, 3.0313], [-1.5194, 0.4408, 5.5410], [-1.1515, 2.1069, 6.0331], [-2.7146, 1.3841, 6.4105], [-3.4522, 3.8647, 3.7436], [-3.6353, 3.4664, 5.4302], [-2.1006, 4.0630, 4.8277], [-5.9123, 3.1615, -3.7979], [-5.0061, 4.5406, -3.1960], [-5.6909, 4.6009, -4.8004], [-4.9533, 1.6621, -5.5731], [-4.8033, 3.0988, -6.6305], [-3.4111, 2.0800, -6.3812], [-2.7237, 5.1314, -4.3110], [-2.0667, 4.0462, -5.5649], [-3.4644, 5.0926, -5.8855], [7.2229, 1.6137, -2.3071], [5.8753, 0.3600, -0.9600], [5.9041, -2.1204, -1.3736], [6.3253, 0.9354, 1.4165], [3.6835, 1.1878, -1.5758], [0.6581, 2.4884, -3.2031], [1.6137, 3.0387, -4.6614], [3.1515, 2.2092, -4.9441], [1.8084, 4.0865, -4.5081], [0.9374, 2.8517, -5.4913]],
  "forces_ev_per_a": [[-0.5, -0.1, -0.1], [0.2, -0.3, -0.5], [0.4, -0.1, -0.1], [0.2, 0.3, -0.1], [0.6, -0.1, 0.0], [-0.2, 0.0, -0.3], [0.3, 0.7, 1.2], [0.2, -0.3, 0.2], [0.1, 0.1, -0.1], [0.2, -0.1, 0.3], [0.4, -1.4, 0.1], [0.0, 0.1, -0.1], [0.3, 0.0, 0.3], [-0.3, 0.0, 0.1], [0.0, 0.0, -0.2], [0.1, 0.0, 0.1], [-0.2, 0.2, -0.7], [0.0, 0.0, 0.1], [-0.4, -0.7, -0.7], [0.5, 0.4, 0.6], [0.5, -0.3, 0.4], [0.5, -0.8, -0.3], [0.0, 0.9, 0.2], [0.1, 0.0, -0.5], [0.0, 0.4, -0.5], [0.1, -0.2, 0.2], [-0.1, -0.1, 0.2], [-0.7, -0.1, -0.1], [0.2, -0.1, 0.1], [-0.1, 0.1, 0.0], [0.1, 0.2, 0.4], [-0.2, 0.1, -0.4], [-0.7, -0.2, 0.1], [0.2, 0.6, -0.1], [0.1, 0.1, -0.3], [0.2, 0.0, -0.2], [-0.2, 0.4, 0.2], [-0.3, -0.1, 0.0], [0.2, 0.0, 0.3], [0.6, 0.9, -0.2], [0.1, 0.5, 0.2], [0.3, 0.3, 0.4], [0.3, 0.0, -0.3], [-0.3, 0.0, 0.0], [0.0, 0.0, 0.0], [-0.5, -0.1, -0.6], [0.4, 0.5, -0.8], [0.4, 0.2, 0.2], [0.1, 0.1, -0.4], [0.0, 0.1, 0.0], [-0.2, -0.3, 0.0], [0.1, 0.3, 0.1], [0.0, -0.1, 0.2], [-0.2, 0.0, 0.1], [-0.1, -0.1, 0.0], [0.2, 0.0, 0.1], [0.0, -0.1, -0.2], [-0.1, 0.2, 0.0], [0.1, 0.0, 0.2], [0.0, 0.1, 0.2], [-0.1, 0.1, -0.1], [-0.1, 0.0, 0.0], [0.1, 0.1, -0.1], [-0.1, -0.1, 0.1], [0.1, 0.0, 0.0], [0.2, -0.1, 0.1], [-0.1, 0.0, 0.4], [0.1, -0.1, 0.0], [-0.2, 0.0, 0.0], [-0.1, 0.0, 0.0], [-0.1, -0.1, -0.2], [0.1, 0.0, 0.2], [0.0, 0.1, 0.0], [-0.1, 0.0, 0.0], [-0.2, -0.1, 0.0], [0.1, -0.3, 0.0], [0.2, 0.0, 0.0], [0.0, 0.1, 0.0], [-0.1, 0.0, 0.0], [0.0, 0.1, 0.1], [-0.4, 0.2, 0.2], [0.2, -0.1, 0.0], [0.0, -0.1, 0.1], [0.0, 0.1, 0.0], [-0.1, -0.1, -0.2], [-0.1, 0.1, 0.3], [0.0, -0.3, -0.2], [0.0, 0.1, 0.0], [0.0, -0.1, -0.2], [-0.4, -0.1, -0.1], [0.0, -0.3, 0.1], [-0.2, 0.1, 0.0], [-0.2, -0.1, 0.3], [0.1, -0.2, 0.1], [0.0, -0.1, 0.0], [0.0, -0.1, -0.1], [0.0, 0.0, 0.1], [-0.2, 0.0, -0.3], [-0.3, 0.0, 0.3], [0.1, -0.2, 0.0], [-0.2, -0.1, 0.1], [0.1, 0.1, 0.2], [-0.1, 0.0, -0.1], [0.0, 0.1, -0.3], [-0.2, -0.1, 0.0], [0.0, -0.1, 0.1], [0.1, 0.0, 0.1], [-0.2, 0.1, 0.1], [-0.1, 0.0, -0.2], [1.2, 0.7, -0.9], [-0.1, -1.4, 1.2], [0.0, 0.1, 0.1], [-0.1, -0.1, 0.1], [-2.1, 0.5, -0.4], [0.4, -0.2, -0.1], [0.3, -0.5, 0.0], [-0.7, 0.2, 0.2], [0.0, 0.2, 0.0], [0.1, 0.0, 0.1]],
  "lowdin_charge": [1.36, -0.03, -0.36, -0.19, -0.12, -0.05, -0.14, 0.02, -0.17, 0.00, -0.17, -0.05, -0.12, 0.04, -0.14, 0.05, -0.11, -0.04, -0.12, -0.03, -0.15, -0.01, -0.13, -0.04, -0.12, 0.04, -0.13, 0.05, -0.55, -0.04, -0.06, -0.04, -0.24, -0.20, -0.54, -0.06, -0.06, -0.05, -0.21, -0.38, -0.04, -0.55, -0.03, -0.06, -0.04, -0.30, -0.22, -0.55, -0.04, -0.06, -0.04, 0.13, 0.09, 0.06, 0.11, 0.13, 0.11, 0.12, 0.11, 0.13, 0.12, 0.12, 0.11, 0.13, 0.11, 0.12, 0.11, 0.13, 0.13, 0.11, 0.09, 0.08, 0.09, 0.09, 0.09, 0.09, 0.08, 0.09, 0.09, 0.05, 0.09, 0.09, 0.04, 0.09, 0.06, 0.09, 0.08, 0.09, 0.13, 0.05, 0.09, 0.09, 0.08, 0.08, 0.08, 0.09, 0.09, 0.08, 0.08, 0.09, 0.09, 0.07, 0.09, 0.09, 0.09, 0.09, 0.08, 0.08, 0.08, 0.02, -0.30, 0.22, 0.27, 0.13, 0.68, -0.86, 0.55, 0.03, 0.04]
}